Model w:
Molecular formula: C3H7NOS
Method: DFT, the ωB97M-V functional and the def2-TZVPD basis

Properties
- SMILES: CSNC(C)=O

Geometry as ORCA input:
```
! wB97M-V def2-TZVPD RIJCOSX def2/J DEFGRID3
* xyz 0 1
C 1.086 -2.220 0.719
S 1.870 -0.818 -0.342
N 0.838 0.709 -0.125
C -0.345 0.756 -0.743
C -1.494 1.860 -0.428
O -0.561 0.001 -1.689
H 1.131 -1.716 1.796
H 0.102 -2.489 0.330
H 1.677 -3.235 0.635
H 0.844 1.191 0.761
H -2.396 1.181 0.017
H -1.155 2.460 0.473
H -1.597 2.319 -1.405
*
```

---

Model x:
Molecular formula: C3H7NOS
Method: DFT, the ωB97M-V functional and the def2-TZVPD basis

Properties
- SMILES: N[C@H](C=O)CS

Geometry as ORCA input:
```
! wB97M-V def2-TZVPD RIJCOSX def2/J DEFGRID3
* xyz 0 1
N 0.963 -0.439 1.483
C 0.045 -0.466 0.333
C 0.836 -0.722 -0.969
O 1.200 0.212 -1.618
C -0.836 0.772 0.210
S -2.277 0.317 -0.834
H 1.449 0.459 1.316
H 1.766 -1.033 1.234
H -0.669 -1.270 0.581
H 1.133 -1.795 -0.911
H -1.231 1.173 1.136
H -0.259 1.620 -0.171
H -2.120 1.171 -1.790
*
```

---

Model y:
Molecular formula: C3H7NOS
Method: DFT, the ωB97M-V functional and the def2-TZVPD basis

Properties
- SMILES: CNC(=O)SC

Geometry as ORCA input:
```
! wB97M-V def2-TZVPD RIJCOSX def2/J DEFGRID3
* xyz 0 1
C -2.320 -0.308 1.308
N -1.257 0.453 0.766
C -0.264 -0.232 0.088
O -0.325 -1.429 -0.247
S 0.992 0.919 -0.387
C 2.124 -0.250 -1.183
H -1.947 -1.299 1.803
H -2.689 0.277 2.138
H -3.088 -0.565 0.602
H -0.907 1.292 1.083
H 2.277 0.073 -2.199
H 1.563 -1.204 -1.170
H 3.073 -0.276 -0.738
*
```

---

Stability check: which of them is most stable? model y.

---

Model w:
Molecular formula: C2H3O2S2
Method: DFT, the ωB97M-V functional and the def2-TZVPD basis

Properties
- SMILES: O=S([O-])#S1=CC1

Geometry as ORCA input:
```
! wB97M-V def2-TZVPD RIJCOSX def2/J DEFGRID3
* xyz -1 1
O -2.270 2.655 1.455
S -2.290 1.275 1.845
O -1.490 0.804 2.979
S -0.985 0.593 0.030
C -0.786 -0.770 -1.202
C -1.296 -1.316 0.050
H -1.630 -0.662 -2.036
H -2.259 -1.841 0.427
H -0.497 -1.655 0.791
*
```

---

Model x:
Molecular formula: C2H3O2S2
Method: DFT, the ωB97M-V functional and the def2-TZVPD basis

Geometry as ORCA input:
```
! wB97M-V def2-TZVPD RIJCOSX def2/J DEFGRID3
* xyz -1 1
C 1.913 0.705 0.209
C -0.317 -0.613 0.110
O -2.210 1.184 -0.438
O -2.433 -1.111 0.206
S 3.320 0.021 0.352
S -1.840 0.243 0.604
H 1.926 1.516 -0.436
H -0.252 -1.671 0.348
H -0.105 -0.274 -0.954
*
```

---

Stability check: which of them is most stable? model w.